Entry 1:
C12H15F7O6 | ωB97M-V/def2-TZVPD

Atoms and positions in Å:
C 1.53047 -5.84877 -1.52981
C 2.01279 -4.84594 -2.55465
O 0.90619 -4.18370 -3.20014
C 0.36158 -3.18365 -2.53342
O 0.68514 -2.76743 -1.46308
C -0.77367 -2.56660 -3.36499
F -1.56387 -3.50141 -3.88750
F -0.27291 -1.84106 -4.36605
F -1.51505 -1.76984 -2.60159
H 0.84583 -6.56201 -1.98881
H 2.37623 -6.39367 -1.11306
H 1.00230 -5.35564 -0.71478
H 2.55241 -5.34360 -3.35655
H 2.67593 -4.10416 -2.11241
C 2.01325 6.20300 2.92614
C 2.01299 5.41421 1.63524
O 2.08804 3.99680 1.88749
C 0.94967 3.40607 2.20575
O -0.12441 3.91368 2.30079
C 1.19299 1.90262 2.40455
F 2.27876 1.67390 3.14335
F 1.36665 1.29838 1.22288
F 0.16208 1.32245 3.00442
H 2.88494 5.94629 3.52820
H 2.03744 7.27054 2.71215
H 1.12398 5.98962 3.51770
H 2.89528 5.64421 1.04295
H 1.13474 5.63256 1.02971
O -4.67720 -0.71710 1.64114
C -3.99349 -0.25064 0.75954
O -3.61345 1.05482 0.64149
C -2.18424 1.01381 0.42667
C -1.82953 -0.44601 -0.00754
C -3.23622 -0.93258 -0.36779
F -3.59750 -0.31685 -1.55278
H -1.81016 1.75225 -0.25938
H -1.78022 1.08936 1.42590
H -1.51678 -1.01305 0.85738
H -1.24589 -0.57834 -0.89768
H -3.35512 -2.00252 -0.44143

Forces on the atoms, in the same order (eV/Å):
C -0.245 0.072 0.013
C 0.372 -0.305 0.156
O -0.004 0.005 -0.122
C 0.159 -0.196 -0.127
O -0.015 0.174 0.258
C -0.171 0.036 -0.026
F -0.111 -0.159 -0.029
F 0.149 0.119 -0.124
F -0.043 -0.076 -0.187
H 0.063 -0.047 -0.035
H 0.033 0.003 -0.017
H 0.069 0.036 0.025
H -0.108 0.042 -0.110
H -0.116 0.103 0.031
C -0.043 -0.190 0.164
C 0.075 0.497 -0.081
O 0.084 -0.094 -0.046
C 0.179 0.154 -0.101
O -0.309 0.005 0.043
C 0.110 -0.396 0.130
F 0.155 0.063 0.086
F 0.012 0.053 -0.246
F -0.240 0.054 0.116
H 0.053 0.050 -0.046
H 0.007 0.009 -0.035
H -0.048 0.036 -0.056
H 0.056 -0.148 0.012
H -0.085 -0.117 0.061
O 0.672 0.777 -1.348
C -0.872 -0.351 0.529
O -0.059 -0.028 0.503
C 0.572 -1.323 0.602
C -1.944 0.277 -0.332
C 0.576 0.016 0.598
F -0.211 -0.237 -0.289
H -0.345 0.471 -0.129
H 0.432 0.820 0.047
H 0.581 -0.236 -0.016
H 0.756 0.249 0.170
H -0.194 -0.219 -0.041

SMILES = CCOC(=O)C(F)(F)F.CCOC(=O)C(F)(F)F.O=C1OCC[C@@H]1F
orbital gap = 10.874 eV
HOMO energy = -0.3762 hartree
LUMO = 0.64 eV
ΔE to the lowest compared entry with this formula, charge and spin = 0.0 kcal per mole

***

Entry 2:
C12H15FN | ωB97M-V/def2-TZVPD

Atoms and positions in Å:
C -1.14270 -1.72848 -0.01436
C -0.43680 0.64017 -0.51531
C -2.78188 0.03914 -0.14810
C -0.23949 -0.78656 -0.35107
C -2.49651 -1.29882 0.04340
C -1.85867 0.98495 -0.52946
C 1.06319 -1.27760 -0.32871
C 2.16479 -1.59252 -0.66830
C -3.67595 -2.22160 0.33834
C 3.57231 -2.01752 -0.84970
C 1.33594 3.22326 -0.01371
C 0.18917 1.29132 0.84539
N 0.32983 2.64848 0.76647
F -2.25746 2.21124 -0.65889
H -0.78547 -2.64278 0.43842
H 0.18906 0.96060 -1.34530
H -3.77965 0.44315 -0.35977
H -4.57194 -1.86554 -0.21538
H -3.44050 -3.25834 0.24362
H -4.01195 -2.06772 1.38713
H 3.70916 -3.02149 -0.36813
H 4.14270 -1.25479 -0.27435
H 3.81725 -1.96581 -1.90439
H 2.37943 2.99572 0.13086
H 1.33271 3.27458 -1.14742
H 1.38507 4.34881 0.31446
H -0.54734 1.06669 1.60800
H -0.57438 3.08512 0.88725
H 1.08891 0.77316 1.08326

Forces on the atoms, in the same order (eV/Å):
C -2.342 0.568 1.112
C -0.444 -0.204 -0.816
C -0.830 2.272 -2.016
C 0.949 -0.894 0.639
C -0.458 -1.618 0.475
C 0.598 -2.075 1.193
C 0.311 0.860 -0.893
C 1.994 -0.888 0.186
C -0.129 1.719 0.632
C -0.893 0.347 1.322
C 1.327 4.878 -1.346
C -0.958 -0.343 0.524
N -0.630 -0.368 0.615
F 0.162 0.748 -0.518
H -0.335 -0.382 -0.628
H -0.062 0.609 -0.022
H -0.102 -0.653 0.860
H 0.685 -0.601 -0.068
H 0.020 -0.596 -0.408
H 0.474 -0.013 -0.328
H 0.057 0.875 -0.774
H 0.062 -0.632 -0.534
H 0.306 -0.270 -0.026
H 0.175 -1.192 1.008
H -1.058 -0.433 0.882
H -0.268 -1.816 -0.864
H -0.051 -0.284 0.271
H 0.619 0.817 -0.300
H 0.822 -0.432 -0.177

orbital gap (alpha / beta) = 7.237 / 7.236 eV
HOMO energy (alpha / beta) = -0.4598 / -0.4598 hartree
LUMO (alpha / beta) = -5.27 / -5.27 eV
charge = +1
ΔE to the lowest compared entry with this formula, charge and spin = 11.6 kcal per mole

***

Entry 3:
C12H15N3O2S | ωB97M-V/def2-TZVPD

Atoms and positions in Å:
C 6.31051 1.02114 -0.27458
C 5.48654 0.44423 0.86897
C 4.29409 -0.35584 0.36744
S 3.09635 0.75549 -0.46957
C 1.57197 -0.13383 -0.32925
C 1.52692 -1.53110 -0.29282
C 0.33022 -2.21073 -0.20018
C -0.84288 -1.46943 -0.16243
N -2.15410 -1.87479 -0.07766
C -2.84434 -0.77117 -0.08627
N -4.22156 -0.74503 -0.01508
C -4.98611 0.38402 -0.01986
O -4.56221 1.51192 -0.08412
O -6.28678 0.05769 0.05886
C -7.19311 1.15333 0.06167
N -2.09305 0.36285 -0.17068
C -0.78498 -0.05497 -0.22183
C 0.41166 0.62832 -0.29934
H 6.69715 0.22451 -0.90671
H 5.69424 1.67709 -0.88488
H 7.14983 1.59359 0.11222
H 5.12894 1.25418 1.50776
H 6.11031 -0.21607 1.47761
H 4.61576 -1.11551 -0.34630
H 3.76268 -0.82259 1.19638
H 2.44465 -2.09536 -0.34664
H 0.30107 -3.28759 -0.16737
H -4.67518 -1.64529 0.04209
H -7.09990 1.72687 -0.86240
H -8.18561 0.71871 0.14301
H -6.99164 1.81212 0.90836
H -2.47078 1.29827 -0.18860
H 0.45933 1.70496 -0.33779

Forces on the atoms, in the same order (eV/Å):
C -0.068 -0.012 0.223
C -0.009 -0.004 -0.167
C -0.382 0.200 -0.080
S 0.253 -0.054 0.077
C 0.190 0.151 0.004
C 0.053 -0.035 0.003
C -0.194 0.086 0.020
C 0.227 0.738 -0.051
N -0.753 -0.182 0.046
C 0.451 -0.057 -0.014
N -0.245 -0.225 0.018
C -0.260 -0.205 0.025
O 0.059 0.299 -0.018
O 0.327 -0.335 -0.003
C -0.100 0.408 -0.010
N -0.289 0.120 0.009
C 0.384 -0.705 -0.029
C 0.072 -0.020 -0.017
H 0.051 -0.048 -0.110
H 0.042 0.101 -0.127
H 0.098 0.075 -0.050
H 0.015 -0.053 0.087
H -0.033 0.029 0.033
H 0.018 -0.086 0.108
H 0.029 -0.074 -0.033
H 0.081 -0.031 -0.004
H -0.019 -0.143 0.005
H 0.045 0.107 -0.006
H -0.037 -0.051 0.078
H 0.059 0.013 -0.005
H -0.048 -0.059 -0.069
H -0.028 -0.102 0.008
H 0.009 0.156 0.050

SMILES = CCCSc1ccc2nc(NC(=O)OC)[nH]c2c1
orbital gap = 8.140 eV
HOMO energy = -0.2755 hartree
LUMO = 0.64 eV
ΔE to the lowest compared entry with this formula, charge and spin = 0.0 kcal per mole

***

Entry 4:
C12H15NO3S2 | ωB97M-V/def2-TZVPD

Atoms and positions in Å:
C 0.34606 0.87443 2.79874
N 0.59607 -0.47829 2.23679
C 1.02068 -1.49259 3.18779
C -0.17414 -0.94992 1.06323
C -1.61895 -0.98170 1.40130
S -2.44463 -1.46375 -0.12491
O -1.88510 -2.73748 -0.62749
O -3.88558 -1.56923 0.13749
O -2.09525 -0.21757 -1.15448
C -0.77755 0.16772 -1.17162
C 0.13613 -0.08628 -0.15026
C 1.59969 0.40926 -0.30732
C 2.03464 0.36611 -1.80052
C 0.99365 0.96038 -2.74424
S 1.33183 1.91090 -4.20335
C -0.37384 2.18578 -4.37732
C -1.11621 1.60381 -3.40751
C -0.33994 0.87295 -2.41109
H 1.22923 1.21337 3.36425
H 0.15987 1.61204 1.99208
H -0.54892 0.84440 3.43125
H 1.58477 -1.05280 4.00398
H 1.69224 -2.18290 2.69254
H 0.15981 -2.04124 3.55394
H 0.12904 -1.95444 0.80350
H -1.99317 -0.02132 1.73756
H -1.81685 -1.73218 2.16986
H 1.65035 1.44972 0.03750
H 2.31868 -0.23144 0.25027
H 2.13813 -0.68351 -2.03666
H 2.98772 0.87592 -1.93357
H -0.84634 2.83733 -5.12291
H -2.19210 1.69252 -3.28881

Forces on the atoms, in the same order (eV/Å):
C -0.287 -0.954 -0.891
N 0.918 0.728 -0.403
C -0.353 0.390 -0.793
C 1.497 1.732 0.915
C -0.677 -0.215 -0.831
S -2.527 -3.707 0.224
O 0.034 2.999 0.697
O 2.247 1.491 -0.838
O -1.030 -1.061 0.994
C 3.236 0.162 1.239
C -0.795 0.380 -1.809
C -0.594 -0.211 -1.025
C -0.492 0.354 -0.061
C 0.282 0.057 0.986
S -1.172 -0.846 1.380
C -0.700 0.402 -0.154
C -0.192 -0.669 1.245
C 0.399 0.752 -1.182
H -0.417 -0.238 -0.131
H 0.126 -0.484 0.298
H 0.097 0.372 0.301
H -0.165 0.158 0.145
H 0.112 -0.352 -0.130
H -0.131 -0.381 0.586
H 0.386 -0.441 0.195
H -0.202 0.188 -0.214
H -0.313 -0.095 -0.352
H 0.151 -0.208 0.245
H -0.732 0.568 -0.105
H 0.312 -0.401 -0.347
H 0.111 -0.165 0.061
H 0.735 -0.415 0.120
H 0.134 0.108 -0.364

SMILES = CN(C)[C@H]1CS(=O)(=O)OC2=C1CCc1sccc12
orbital gap = 8.890 eV
HOMO energy = -0.3068 hartree
LUMO = 0.54 eV

***

Entry 5:
C12H15NO6S | ωB97M-V/def2-TZVPD

Atoms and positions in Å:
C -2.59521 -2.66773 -1.34040
C -1.84236 -1.38593 -0.95885
N -2.79894 -0.35887 -0.59620
S -2.37127 1.00016 0.29073
O -3.16026 2.07078 -0.23142
O -2.55169 0.63143 1.67259
C -0.63354 1.17630 -0.05538
C -0.24155 1.43956 -1.35404
C 1.09783 1.31248 -1.67062
C 2.03295 0.91808 -0.71932
C 1.63094 0.70910 0.61413
C 0.27652 0.84253 0.92160
O 2.42661 0.37647 1.65037
C 3.72431 -0.14049 1.39238
C 3.71298 -1.17120 0.26687
C 3.91659 -0.47600 -1.08364
O 3.34107 0.81972 -1.13190
C -0.88296 -1.76977 0.17545
O 0.20421 -2.21529 -0.09120
O -1.31925 -1.69632 1.41709
H -3.21093 -2.99610 -0.50699
H -1.88268 -3.44947 -1.58942
H -3.23626 -2.48374 -2.19905
H -1.20949 -1.07500 -1.80594
H -3.40157 -0.10148 -1.36278
H -0.97440 1.72796 -2.09010
H 1.45158 1.49896 -2.67270
H -0.04899 0.65982 1.93266
H 4.01862 -0.59486 2.34071
H 4.41601 0.67944 1.16008
H 4.50326 -1.90605 0.41377
H 2.75234 -1.69260 0.28452
H 4.97829 -0.29949 -1.27397
H 3.50759 -1.09545 -1.89329
H -2.03447 -1.03303 1.57079

Forces on the atoms, in the same order (eV/Å):
C 0.065 0.245 0.085
C 0.450 -0.464 -0.111
N 0.036 0.558 0.333
S -0.318 -0.280 -0.518
O 0.138 0.143 -0.189
O 0.342 0.192 0.147
C -0.561 -0.040 0.270
C 0.104 0.082 -0.207
C -0.132 -0.048 0.102
C 0.049 -0.059 0.121
C -0.286 0.151 -0.292
C 0.329 0.089 0.153
O -0.207 0.202 0.015
C 0.520 -0.338 -0.033
C -0.137 0.462 -0.090
C 0.192 -0.554 -0.005
O -0.372 0.390 0.246
C 0.217 -0.020 -0.670
O -0.108 -0.121 0.032
O -0.151 -0.121 0.659
H -0.067 -0.038 0.054
H 0.043 -0.025 -0.067
H -0.075 -0.010 -0.098
H -0.080 -0.073 0.328
H -0.131 0.180 -0.054
H -0.044 0.023 -0.180
H 0.053 0.015 -0.088
H 0.017 -0.109 0.106
H -0.002 0.069 -0.136
H -0.091 -0.100 0.116
H 0.007 -0.044 0.005
H 0.068 -0.077 0.053
H -0.112 -0.072 -0.002
H 0.081 0.104 0.049
H 0.162 -0.314 -0.136

SMILES = C[C@@H](NS(=O)(=O)c1ccc2c(c1)OCCCO2)C(=O)O
orbital gap = 9.384 eV
HOMO energy = -0.3271 hartree
LUMO = 0.48 eV
ΔE to the lowest compared entry with this formula, charge and spin = 8.6 kcal per mole

***

Entry 6:
C12H16AuF3N4OS2 | ωB97M-V/def2-TZVPD

Atoms and positions in Å:
Au 0.19263 -0.22391 0.15447
F -4.61121 -1.30411 2.18929
C -4.55343 -2.13756 1.14672
F -5.35738 -3.16484 1.36824
F -4.97089 -1.48220 0.05994
C -3.11865 -2.60652 0.94332
C -2.77682 -3.95105 1.01053
C -1.45907 -4.32446 0.81336
C -0.49347 -3.34740 0.54672
N -0.81505 -2.06830 0.48540
C -2.10724 -1.67979 0.68387
S -2.26718 0.02244 0.57369
H -3.53928 -4.69144 1.21326
H -1.16311 -5.36325 0.85911
H 0.54263 -3.60786 0.38225
C -1.29899 5.23436 -2.10112
C -1.30022 4.82162 -0.62578
C -0.27415 3.77453 -0.34690
N -0.51167 2.51548 -0.29007
N 0.63651 1.77538 -0.07527
C 1.73883 2.49807 0.03876
N 2.95455 2.00181 0.26766
S 1.41169 4.17856 -0.12415
H -2.05877 5.99445 -2.26998
H -1.51793 4.38167 -2.74276
H -0.33674 5.65259 -2.39794
H -2.26827 4.41296 -0.33723
H -1.10906 5.68745 0.01027
H 3.09785 1.00300 0.23149
H 3.75486 2.60874 0.31822
C 4.63155 -1.97447 -0.25185
C 3.17405 -2.03759 0.12672
O 2.44308 -0.88570 -0.41346
H 5.15092 -2.83803 0.16391
H 5.10733 -1.07664 0.14154
H 4.76293 -2.00451 -1.33486
H 3.02876 -1.97734 1.20381
H 2.70538 -2.94869 -0.24878
H 2.57502 -0.86747 -1.37240

Forces on the atoms, in the same order (eV/Å):
Au 0.006 0.083 0.005
F 0.000 -0.006 -0.008
C -0.001 0.005 0.007
F 0.003 0.006 0.001
F 0.003 -0.007 0.008
C -0.020 -0.018 0.003
C -0.019 0.010 -0.007
C 0.016 0.003 -0.012
C 0.004 -0.009 -0.014
N 0.096 -0.059 0.018
C -0.027 0.037 -0.002
S -0.036 0.012 0.005
H 0.000 0.001 0.002
H 0.002 0.001 0.001
H -0.006 0.001 0.010
C 0.007 0.005 0.009
C 0.007 0.010 0.003
C -0.031 0.008 0.014
N 0.012 -0.009 0.006
N -0.013 -0.022 -0.010
C -0.002 -0.002 0.019
N -0.032 -0.049 -0.013
S 0.018 -0.004 -0.039
H 0.001 0.000 -0.001
H -0.001 0.001 -0.003
H -0.001 0.004 -0.002
H 0.001 -0.014 -0.016
H -0.005 -0.004 0.012
H 0.019 0.007 0.000
H 0.009 -0.013 0.005
C 0.007 -0.007 0.004
C -0.022 0.031 0.014
O -0.022 -0.004 -0.019
H 0.000 -0.002 -0.001
H -0.007 0.002 0.000
H -0.001 0.001 0.001
H 0.003 -0.003 0.003
H 0.011 -0.003 -0.012
H 0.023 0.005 0.008

orbital gap (alpha / beta) = 8.513 / 5.204 eV
spin multiplicity = 3
HOMO energy (alpha / beta) = -0.5675 / -0.5667 hartree
LUMO (alpha / beta) = -6.93 / -10.22 eV
charge = +2
ΔE to the lowest compared entry with this formula, charge and spin = 0.0 kcal per mole

***

Entry 7:
C12H16BN3O4 | ωB97M-V/def2-TZVPD

Atoms and positions in Å:
O -0.95425 0.68953 -1.85141
C -1.34497 1.41000 -0.95314
N -2.12589 0.83760 0.05639
C -2.25725 -0.61601 0.16908
C -1.15705 -1.21441 1.01133
O -1.28923 -1.08088 2.22923
N -0.06461 -1.85350 0.42102
C -0.00240 -2.22415 -1.03307
C 1.21325 -3.18411 -1.18759
C 1.70351 -3.50025 0.22150
C 0.97023 -2.57912 1.20662
B 2.00992 -1.61889 1.89974
O 1.48032 -0.60582 2.62706
O 3.36349 -1.84573 1.87684
C -0.94341 2.82774 -0.85389
C -0.29034 3.36758 0.22265
C 0.14334 4.66863 0.13412
N -0.07767 5.47170 -0.87958
C -0.68171 4.94368 -1.93833
C -1.13647 3.65834 -1.96294
H -2.28520 1.32756 0.95967
H -3.22818 -0.85892 0.60926
H -2.27646 -1.02642 -0.83243
H 0.03606 -1.28981 -1.61563
H -0.95524 -2.75047 -1.25552
H 0.96569 -4.09006 -1.76577
H 1.97470 -2.69693 -1.82195
H 1.53091 -4.53463 0.46756
H 2.76280 -3.33189 0.33476
H 0.54843 -3.13029 2.03924
H 0.50396 -0.64247 2.53236
H 3.73596 -1.19142 2.49043
H -0.09748 2.78330 1.07934
H 0.60775 5.07513 0.97621
H -0.78086 5.56469 -2.77774
H -1.60168 3.24070 -2.83541

Forces on the atoms, in the same order (eV/Å):
O 0.009 0.516 -0.561
C -0.426 -2.081 1.282
N 0.262 1.012 1.005
C -0.181 0.139 -1.218
C 1.298 -1.110 -0.361
O 0.814 -0.003 0.115
N -1.350 0.312 0.357
C -0.766 -0.119 0.442
C -0.208 0.687 -0.902
C -0.285 -0.111 0.056
C 0.786 0.230 -0.638
B -0.458 0.133 0.259
O -0.064 0.486 0.036
O -0.347 0.552 0.443
C -0.450 0.758 -0.792
C -0.246 -0.387 -0.501
C -0.694 -0.062 0.032
N 0.425 0.426 -0.346
C 0.134 -0.244 0.808
C -0.106 -1.188 0.056
H 0.274 -0.253 -1.286
H 0.311 0.113 0.258
H 0.093 0.056 -0.239
H 0.140 -0.649 0.039
H 0.579 0.258 -0.176
H -0.226 0.329 0.422
H -0.141 -0.022 0.545
H -0.167 -0.440 0.042
H 0.315 -0.089 -0.201
H -0.589 -0.263 0.054
H 0.230 0.143 0.492
H 0.274 -0.243 -0.256
H 0.284 -0.499 0.936
H 0.887 0.778 1.150
H -0.259 0.836 -1.035
H -0.153 -0.004 -0.318

SMILES = O=C(NCC(=O)N1CCC[C@H]1B(O)O)c1ccncc1
orbital gap = 9.592 eV
HOMO energy = -0.3383 hartree
LUMO = 0.39 eV
ΔE to the lowest compared entry with this formula, charge and spin = 0.0 kcal per mole